# 1
40
Properties=species:S:1:pos:R:3 method="wB97M-V/def2-TZVPD" lumo_ev=-0.64 max_force_ev_per_a=1.70 e_above_lowest_kj_mol=0.00 homo_lumo_gap_ev=8.21 e_tot_ev=-54657.539 total_charge=0
C -0.9595 1.0522 3.7422
H -0.2660 0.2171 3.6688
O -0.2449 2.2007 3.3477
C -0.9579 3.3984 3.5410
C -0.1092 4.5583 3.0466
H -0.5116 5.5083 3.3914
H 0.9226 4.4455 3.3773
S -0.1285 4.6791 1.2184
C 0.5557 3.1411 0.8195
N 0.0609 2.3606 -0.0695
N 0.7345 1.2409 -0.2534
C 1.7720 1.1257 0.5061
N 2.6003 0.0397 0.5587
C 2.4198 -1.2031 -0.0124
O 3.3231 -2.0026 -0.0174
C 1.0669 -1.4784 -0.5783
C 0.9657 -1.9631 -1.8757
C -0.2828 -2.2433 -2.4256
C -1.4334 -2.0450 -1.6739
C -1.3153 -1.5855 -0.3702
C -0.0775 -1.3074 0.1903
H -0.0298 -0.9683 1.2140
N -2.5076 -1.3747 0.4215
O -3.5738 -1.6261 -0.0879
O -2.3615 -0.9555 1.5505
H -2.4042 -2.2517 -2.1006
C -0.4316 -2.7614 -3.8174
O -1.4879 -3.0595 -4.3119
O 0.7404 -2.8591 -4.4498
C 0.6867 -3.3503 -5.7825
H 0.0874 -2.6849 -6.4071
H 1.7141 -3.3846 -6.1348
H 0.2393 -4.3459 -5.8011
H 1.8587 -2.1182 -2.4604
H 3.4984 0.1717 1.0105
S 2.0479 2.5127 1.5463
H -1.9153 3.3685 2.9993
H -1.1735 3.5376 4.6132
H -1.8176 0.8674 3.0888
H -1.3052 1.1432 4.7776

---

# 2
54
Properties=species:S:1:pos:R:3 method="wB97M-V/def2-TZVPD" lumo_ev="-13.81 / -13.17" max_force_ev_per_a=1.27 spin_multiplicity=3 e_above_lowest_kj_mol=22.37 homo_lumo_gap_ev="6.95 / 7.93" e_tot_ev=-61051.233 total_charge=+4
W 0.0877 -0.1547 -0.1005
C 4.8138 -0.9011 -0.3776
N 4.3052 -0.5124 0.9292
C 5.2970 -0.4520 1.9919
C 3.0156 -0.2580 1.0934
N 2.1576 -0.1338 0.0660
N 2.5348 -0.0927 2.3854
C 1.2408 -0.0968 2.8425
N 1.0809 0.0871 4.1494
N 0.2169 -0.2790 2.0161
H 5.7590 -1.4281 -0.2500
H 5.0120 -0.0343 -1.0134
H 4.1298 -1.5857 -0.8794
H 6.2782 -0.2808 1.5457
H 5.3552 -1.3955 2.5424
H 5.1185 0.3747 2.6798
H 2.7014 -0.0961 -0.8080
H 3.2532 -0.0508 3.1058
H 1.8528 0.2073 4.7914
H 0.1784 0.0511 4.6053
H -0.6671 -0.3364 2.5350
I 0.2711 1.1678 -2.6597
C -0.2227 2.6210 -1.1002
C -0.5071 3.9460 -1.3215
C -0.8729 4.7096 -0.2064
C -0.9215 4.0999 1.0428
C -0.5918 2.7604 1.1561
N -0.2444 1.9976 0.0942
H -0.4656 4.3906 -2.3057
H -1.1126 5.7597 -0.3239
H -1.2207 4.6556 1.9204
H -0.6030 2.2655 2.1195
O -1.9330 -0.3417 -0.4973
S -3.1100 -1.2886 -0.9999
C -4.6168 -0.2982 -0.7070
C -5.1213 0.1779 -2.0631
C -3.8813 0.3668 -2.9258
C -3.1209 -0.9414 -2.7945
H -4.3114 0.5236 -0.0598
H -5.3420 -0.9212 -0.1882
H -5.6937 1.1012 -1.9711
H -5.7867 -0.5682 -2.5018
H -3.2769 1.1964 -2.5390
H -4.1296 0.5801 -3.9654
H -2.1040 -0.9337 -3.1900
H -3.6719 -1.7704 -3.2423
S 0.0714 -4.5547 -1.7355
C -0.5170 -4.4467 -0.1323
C -0.4253 -3.1755 0.3383
N 0.1007 -2.2715 -0.5566
C 0.3994 -2.8928 -1.7011
H -0.8905 -5.3132 0.3820
H -0.7049 -2.8524 1.3330
H 0.8342 -2.3834 -2.5493

---

# 3
76
Properties=species:S:1:pos:R:3 method="wB97M-V/def2-TZVPD" lumo_ev=-3.58 max_force_ev_per_a=1.34 homo_lumo_gap_ev=7.47 e_tot_ev=-81668.808 total_charge=+1
C 3.0876 -1.2749 -3.5493
C 2.7336 -1.2546 -2.4066
C 2.2646 -1.2577 -1.0231
C 1.1208 -2.2459 -0.7887
C -0.2044 -1.7961 -1.4155
N -1.2501 -1.5448 -0.3967
P -2.1488 -2.9492 0.2014
S -1.3776 -3.8089 1.7163
C -1.4922 -0.3594 0.1273
N -0.7849 0.7768 -0.1722
C -1.3243 1.6913 -1.1946
N -2.5247 -0.3148 1.0674
C -2.1015 0.2848 2.3742
C -2.0987 1.8011 2.5461
C -0.8480 2.6343 2.2443
C 0.4907 2.0611 2.6823
C 1.5601 3.1433 2.6447
C 1.7640 3.7853 1.2817
O 1.6400 2.8063 0.2072
C 2.2989 3.2318 -0.9298
C 3.7593 2.9392 -0.9507
O 1.6738 3.7733 -1.8055
C -3.8352 0.0923 0.5740
C -4.9119 -0.4960 1.4376
O -4.7957 -1.3379 2.2617
F -6.0678 0.0584 1.0829
H 3.3820 -1.2205 -4.5876
H 3.0862 -1.5149 -0.3505
H 1.9624 -0.2433 -0.7493
H 1.4039 -3.2237 -1.1676
H 0.9860 -2.3637 0.2857
H -0.5905 -2.5804 -2.0599
H -0.0958 -0.9049 -2.0296
H -2.1062 -3.6663 -0.9882
H -3.4562 -2.5023 0.2707
H 0.2117 0.6176 -0.2644
H -2.1493 2.2774 -0.7924
H -1.6822 1.1650 -2.0780
H -0.5305 2.3869 -1.4523
H -2.7948 -0.1109 3.1109
H -1.1408 -0.1587 2.6281
H -2.9324 2.2495 2.0038
H -2.3184 1.9497 3.6029
H -0.9902 3.5721 2.7884
H -0.7923 2.9233 1.1992
H 0.4277 1.6033 3.6701
H 0.7976 1.2582 2.0088
H 1.3032 3.9395 3.3430
H 2.5138 2.7203 2.9621
H 2.7663 4.2069 1.2188
H 1.0543 4.5918 1.1080
H 4.1474 2.6892 0.0316
H 3.9530 2.1234 -1.6440
H 4.2773 3.8203 -1.3220
H -3.9704 1.1687 0.4655
H -4.0098 -0.3263 -0.4218
C 2.9196 -0.7124 -9.0414
S 2.5383 -1.5695 -7.5171
O 3.6943 -1.3307 -6.6045
C 2.7368 -3.2315 -8.1557
H 2.8949 0.3542 -8.8320
H 3.9138 -1.0049 -9.3765
H 2.1673 -0.9605 -9.7894
H 3.7440 -3.3437 -8.5553
H 1.9898 -3.4106 -8.9284
H 2.5854 -3.9208 -7.3284
C -0.9668 -1.7542 7.5773
S -1.1863 -1.4712 5.8231
O -1.3389 0.0002 5.6190
C -2.8316 -2.1753 5.7115
H 0.0005 -1.3441 7.8576
H -1.7610 -1.2480 8.1249
H -0.9841 -2.8263 7.7694
H -3.4949 -1.6465 6.3956
H -2.7854 -3.2355 5.9584
H -3.1766 -2.0550 4.6857

---

# 4
102
Properties=species:S:1:pos:R:3 method="wB97M-V/def2-TZVPD" lumo_ev=-1.88 max_force_ev_per_a=15.88 homo_lumo_gap_ev=7.75 e_tot_ev=-100969.645 total_charge=0
C -1.5211 3.2150 -0.2712
C -1.4315 3.9511 -1.7333
C -0.9628 5.5336 -1.4681
C -2.8501 4.0403 -2.5544
C -3.3982 2.6125 -3.1463
C -4.1859 1.6694 -2.0519
C -4.5412 3.0057 -4.3014
O -5.9240 2.8835 -3.8110
B -6.4484 4.1953 -3.3279
O -6.4690 5.4478 -4.1168
B -6.0121 6.5040 -3.1468
O -6.6205 6.6603 -1.7792
B -6.4645 5.3106 -1.1841
S -5.5205 5.1046 0.4609
O -7.0334 4.1672 -1.9409
H -2.5374 2.6815 -0.0418
H -0.6475 2.4023 -0.2474
H -1.3078 3.9327 0.6473
H -0.5714 3.4665 -2.3708
H -0.1431 5.8498 -2.2651
H -1.9179 6.2315 -1.6109
H -0.5870 5.7229 -0.3757
H -2.6364 4.7311 -3.5044
H -3.6150 4.6332 -1.8947
H -2.5731 1.9445 -3.6430
H -4.8702 2.4125 -1.4174
H -3.4765 1.0989 -1.3028
H -4.8717 0.8348 -2.5538
H -4.4073 2.2506 -5.2010
H -4.3342 4.0781 -4.7321
H -5.1353 7.2616 -3.4065
H -6.4481 4.9121 1.4984
C 2.0490 -2.1983 -0.2769
C 1.5828 -1.0531 -0.7789
C 1.8802 0.2538 -0.1300
O 1.4537 1.2912 -0.6251
C 2.6836 0.2444 1.1025
C 3.1468 -0.9012 1.6062
C 2.8725 -2.2049 0.9420
O 3.3272 -3.2394 1.4187
O 3.9002 -0.9176 2.7656
O 0.8059 -1.0392 -1.9227
H 1.8423 -3.1552 -0.7396
H 2.8773 1.1995 1.5737
H 4.1164 -1.8626 2.9229
H 0.5948 -0.0938 -2.0833
C 3.9290 -6.7202 -4.3318
C 3.9313 -5.4675 -3.8720
C 3.2787 -5.1162 -2.5803
O 3.3136 -3.9600 -2.1744
C 2.6035 -6.1901 -1.8350
C 2.5983 -7.4420 -2.2966
C 3.2745 -7.7980 -3.5742
O 3.2684 -8.9609 -3.9636
O 1.9632 -8.4555 -1.6026
O 4.5422 -4.4486 -4.5798
H 4.4014 -6.9899 -5.2679
H 2.1178 -5.9177 -0.9067
H 2.1019 -9.2661 -2.1396
H 4.4087 -3.6394 -4.0398
C 3.6660 -1.2506 7.9687
C 3.5321 -1.3893 6.6483
C 4.3159 -2.4060 5.8937
O 4.1575 -2.5228 4.6836
C 5.2679 -3.2391 6.6450
C 5.4042 -3.0979 7.9649
C 4.6004 -2.1003 8.7230
O 4.7345 -2.0065 9.9385
O 6.2989 -3.8757 8.6767
O 2.6578 -0.5924 5.9321
H 3.1010 -0.5172 8.5300
H 5.8441 -3.9618 6.0816
H 6.2109 -3.5857 9.6109
H 2.7415 -0.8866 4.9990
C 5.4706 -9.9230 1.1705
C 6.7112 -9.8202 1.6513
C 7.8973 -9.8974 0.7542
O 9.0243 -9.7806 1.2225
C 7.6626 -10.1195 -0.6811
C 6.4221 -10.2258 -1.1611
C 5.2357 -10.1209 -0.2681
O 4.1073 -10.2043 -0.7413
O 6.1944 -10.4373 -2.5086
O 6.9399 -9.6367 3.0026
H 4.5993 -9.8664 1.8109
H 8.5340 -10.1916 -1.3192
H 5.2178 -10.4768 -2.6051
H 7.9161 -9.5912 3.0981
C -7.7371 11.8060 -0.5685
C -8.5611 11.7310 0.4785
C -9.0055 10.4171 1.0206
O -9.7479 10.3797 1.9955
C -8.5303 9.1978 0.3482
C -7.7091 9.2731 -0.7009
C -7.2430 10.5860 -1.2254
O -6.4737 10.6227 -2.1799
O -7.2608 8.1313 -1.3392
O -9.0317 12.8733 1.0994
H -7.4043 12.7543 -0.9715
H -8.8752 8.2500 0.7413
H -6.6800 8.4489 -2.0646
H -9.6076 12.5555 1.8285

---

# 5
7
Properties=species:S:1:pos:R:3 method="wB97M-V/def2-TZVPD" lumo_ev="2.58 / 2.63" max_force_ev_per_a=3.56 e_above_lowest_kj_mol=753.10 homo_lumo_gap_ev="5.77 / 5.95" e_tot_ev=-20192.334 total_charge=-1
C -0.1593 -0.3149 -0.4657
C -1.1328 0.7406 -0.4656
N 1.9762 -1.0235 2.1985
O 0.0605 1.0457 -1.0472
O -2.0817 1.3858 -0.2458
Cl -0.4855 -1.6495 -1.6933
H 1.8226 -0.1841 1.7190

---

# 6
11
Properties=species:S:1:pos:R:3 method="wB97M-V/def2-TZVPD" lumo_ev="-4.17 / -4.38" max_force_ev_per_a=4.04 spin_multiplicity=2 e_above_lowest_kj_mol=385.67 homo_lumo_gap_ev="5.19 / 7.85" e_tot_ev=-24883.611 total_charge=+1
O 1.2551 -0.7897 -0.3555
C 1.4535 0.3877 0.2361
C 0.9858 0.9396 1.3525
Li 0.9958 -0.7077 -2.1735
Ca 0.6376 -2.4544 0.7220
H 0.7333 1.8560 0.5525
H 2.3526 1.2227 0.3676
H 0.1461 0.4378 1.8401
H -2.5729 -0.1345 -0.0664
O -2.6687 -0.5538 -0.9304
H -3.3182 -0.2035 -1.5450